No. 1
Computed, not measured: C27H29As2IrN2O12S as an isolated structure, with ωB97M-V/def2-TZVPD.

Calculated values
calculated total energy = -7032.69804 Ha
HOMO-LUMO gap = 6.42 eV
highest occupied orbital energy = -7.101 eV
molecular weight = 947.7 u
E_LUMO = -0.7 eV
relative energy (zero: lowest compared OMol25 entry of this formula, charge and spin) = 0.0 kJ/mol

Structure (ORCA input):
```
! RIJCOSX wB97M-V def2-TZVPD def2/J DEFGRID3
* xyz 0 1
Ir 0.673 1.943 0.886
O -1.883 5.086 3.920
C -1.107 4.356 3.085
O -0.874 4.733 1.972
C -0.577 3.133 3.748
C -0.792 2.968 5.113
C -0.215 1.902 5.778
C 0.607 1.056 5.064
C 0.781 1.281 3.709
N 0.166 2.266 3.035
C 1.820 0.455 2.967
O 2.264 -0.556 3.470
O 2.200 1.012 1.870
H -2.137 5.878 3.425
H -1.393 3.691 5.641
H -0.379 1.761 6.838
H 1.133 0.221 5.505
C -4.360 5.057 -1.360
C -3.173 4.251 -0.919
C -1.895 4.508 -1.388
C -0.826 3.752 -0.948
N -0.961 2.758 -0.059
C -2.200 2.489 0.379
C -3.311 3.197 -0.025
H -4.062 5.876 -2.012
H -4.883 5.474 -0.499
H -5.070 4.430 -1.901
H -1.715 5.303 -2.100
H 0.173 3.926 -1.321
H -2.278 1.660 1.071
H -4.283 2.927 0.368
C 4.099 -2.394 1.188
O 2.942 -1.890 0.498
C 3.113 -0.958 -0.433
O 4.166 -0.535 -0.825
C 1.761 -0.440 -0.932
C 1.489 -0.683 -2.388
As 1.402 -2.502 -3.061
C 3.321 -2.935 -2.897
C 0.774 -3.458 -1.452
C 0.348 -2.982 -0.278
As 0.246 -1.044 0.249
C -1.195 -0.582 -1.020
C 0.170 -3.975 0.835
O 0.952 -4.864 1.028
O -0.863 -3.832 1.705
C -1.967 -2.981 1.416
C 0.960 -4.930 -1.735
O 2.038 -5.380 -2.010
O -0.113 -5.742 -1.824
C -1.445 -5.265 -1.678
C 1.209 0.459 -3.050
O 1.247 1.633 -2.366
O 0.873 0.745 -4.305
C 0.911 -0.268 -5.302
H 3.882 -2.299 2.248
H 4.976 -1.813 0.917
H 4.225 -3.438 0.910
H 3.876 -2.041 -3.178
H 3.549 -3.756 -3.572
H 3.580 -3.233 -1.886
H -1.201 -1.243 -1.884
H -1.071 0.450 -1.346
H -2.151 -0.661 -0.498
H -2.832 -3.431 1.898
H -2.155 -2.912 0.344
H -1.805 -1.984 1.827
H -2.078 -6.042 -2.099
H -1.604 -4.332 -2.220
H -1.703 -5.137 -0.628
H 0.769 0.251 -6.246
H 0.118 -0.999 -5.155
H 1.879 -0.774 -5.303
S 1.866 1.402 -0.803
*
```

---

No. 2
Computed, not measured: C27H29AuClOP as an isolated structure in a non-equilibrium geometry, with ωB97M-V/def2-TZVPD.

Calculated values
calculated total energy = -2058.55127 Ha
HOMO-LUMO gap (alpha / beta) = 4.21 / 3.56 eV
highest occupied orbital energy (alpha / beta) = -4.915 / -6.601 eV
molecular weight = 632.9 u
E_LUMO (alpha / beta) = -0.7 / -3.0 eV

Structure (ORCA input):
```
! RIJCOSX wB97M-V def2-TZVPD def2/J DEFGRID3
* xyz 0 3
C -1.204 -2.213 2.572
C -0.851 -2.481 1.260
C 0.467 -1.988 0.998
H -1.505 -2.984 0.544
C 1.011 -1.368 2.179
C -0.105 -1.461 3.261
H 0.265 -2.042 4.133
H -2.174 -2.336 3.060
H 0.944 -1.978 0.020
H 2.016 -1.619 2.582
Au 1.902 0.522 2.193
Cl 2.400 2.710 2.262
P 0.086 0.404 -2.471
C 1.293 -0.824 -2.875
C 1.040 -1.792 -3.879
H 0.053 -1.855 -4.337
C 2.063 -2.646 -4.276
H 1.895 -3.363 -5.080
C 3.325 -2.588 -3.661
H 4.142 -3.230 -4.007
C 3.527 -1.697 -2.588
H 4.480 -1.676 -2.066
C 2.529 -0.834 -2.178
H 2.673 -0.171 -1.329
C -1.593 -0.106 -2.422
C -1.913 -1.465 -2.156
H -1.140 -2.141 -1.801
C -3.212 -1.914 -2.355
H -3.442 -2.964 -2.206
C -4.225 -1.031 -2.771
H -5.224 -1.408 -3.003
C -3.934 0.339 -2.877
H -4.732 1.030 -3.147
C -2.647 0.817 -2.667
H -2.426 1.882 -2.701
C 0.536 2.082 -2.757
C 1.042 2.462 -4.028
H 1.320 1.692 -4.750
C 1.165 3.812 -4.323
H 1.487 4.127 -5.317
C 0.859 4.786 -3.357
H 0.890 5.845 -3.617
C 0.516 4.389 -2.052
H 0.333 5.134 -1.284
C 0.400 3.051 -1.725
H 0.228 2.721 -0.698
C -1.054 1.549 5.172
C -0.369 0.182 5.030
C 1.112 0.311 5.368
C -0.986 -0.857 5.956
O -0.611 -0.185 3.672
H -0.990 1.935 6.201
H -2.108 1.445 4.871
H -0.543 2.248 4.495
H 1.201 0.586 6.433
H 1.625 -0.634 5.195
H 1.541 1.117 4.752
H -2.007 -1.078 5.626
H -0.367 -1.763 5.929
H -1.003 -0.490 6.996
*
```

---

No. 3
Computed, not measured: C27H29BBrN14O4Tl as an isolated structure, with ωB97M-V/def2-TZVPD.

Calculated values
calculated total energy = -4885.34183 Ha
HOMO-LUMO gap (alpha / beta) = 7.22 / 7.08 eV
highest occupied orbital energy (alpha / beta) = -4.962 / -5.020 eV
molecular weight = 908.7 u
E_LUMO (alpha / beta) = 2.3 / 2.1 eV
relative energy (zero: lowest compared OMol25 entry of this formula, charge and spin) = 112.5 kJ/mol

Structure (ORCA input):
```
! RIJCOSX wB97M-V def2-TZVPD def2/J DEFGRID3
* xyz -1 2
Tl -0.232 -0.323 -0.183
C -1.276 -1.403 4.416
C -0.191 -1.157 3.555
N -0.471 -0.182 2.701
N -1.736 0.217 2.978
C -2.239 -0.504 4.009
B -2.374 1.426 2.171
N -2.786 0.911 0.769
C -3.344 -0.290 0.467
C -3.548 -0.333 -0.889
C -3.098 0.923 -1.343
N -2.647 1.671 -0.344
N -1.286 2.513 1.986
C -1.094 3.740 2.531
C 0.106 4.235 2.081
C 0.595 3.219 1.239
N -0.244 2.201 1.186
N -3.656 1.877 2.935
C -4.000 2.966 3.665
C -5.273 2.781 4.148
C -5.642 1.517 3.654
N -4.674 0.982 2.929
H -1.347 -2.118 5.222
H 0.787 -1.622 3.528
H -3.242 -0.350 4.369
H -3.567 -1.008 1.242
H -3.939 -1.149 -1.476
H -3.081 1.308 -2.353
H -1.797 4.205 3.195
H 0.552 5.187 2.316
H 1.522 3.186 0.682
H -3.359 3.817 3.797
H -5.851 3.458 4.758
H -6.571 0.981 3.791
N 2.056 -3.391 -2.856
C 0.920 -2.603 -2.959
O 0.119 -2.564 -2.022
C 0.775 -1.852 -4.178
C 1.743 -1.887 -5.202
N 2.546 -1.900 -6.040
C -0.392 -1.007 -4.391
N -1.489 -1.486 -4.684
H 2.347 -3.569 -1.911
H 2.800 -3.225 -3.517
C -0.640 -3.880 0.667
N 0.518 -4.124 1.521
C 0.207 -4.777 2.786
C 1.607 -3.305 1.364
O 1.600 -2.343 0.601
N 2.734 -3.631 2.112
C 3.804 -2.647 2.112
C 3.179 -5.013 2.193
H -1.168 -4.824 0.515
H -0.330 -3.493 -0.302
H -1.324 -3.160 1.133
H -0.727 -4.368 3.181
H 0.991 -4.597 3.516
H 0.084 -5.856 2.654
H 3.380 -1.651 2.040
H 4.490 -2.790 1.269
H 4.369 -2.734 3.042
H 2.432 -5.678 1.764
H 3.370 -5.316 3.226
H 4.108 -5.138 1.626
Br 1.193 4.928 -7.131
C 1.090 4.251 -5.365
C 1.254 5.111 -4.292
N 1.177 4.696 -3.029
C 0.948 3.403 -2.807
C 0.791 2.477 -3.829
C 0.854 2.909 -5.145
C 0.586 1.034 -3.485
O -0.240 0.445 -4.343
O 1.113 0.531 -2.521
H 1.452 6.166 -4.454
H 0.869 3.084 -1.774
H 0.729 2.208 -5.959
*
```

---

No. 4
Computed, not measured: C27H29BF3N5O5S6Tc as an isolated structure, with ωB97M-V/def2-TZVPD.

Calculated values
calculated total energy = -4490.79429 Ha
HOMO-LUMO gap (alpha / beta) = 7.65 / 6.01 eV
highest occupied orbital energy (alpha / beta) = -7.431 / -7.406 eV
molecular weight = 861.8 u
E_LUMO (alpha / beta) = 0.2 / -1.4 eV
relative energy (zero: lowest compared OMol25 entry of this formula, charge and spin) = 0.0 kJ/mol

Structure (ORCA input):
```
! RIJCOSX wB97M-V def2-TZVPD def2/J DEFGRID3
* xyz 0 4
Tc -1.092 -0.456 0.549
S 0.564 -3.114 3.389
C 0.191 -1.478 3.486
S -1.429 -1.404 2.796
S 1.074 -0.238 4.085
C 1.922 1.610 -2.356
N 0.785 2.420 -1.949
C 0.814 3.786 -1.782
C -0.423 4.148 -1.380
N -1.207 3.020 -1.300
B -2.701 3.132 -0.769
N -3.551 1.976 -1.359
C -4.039 1.959 -2.646
C -4.606 0.754 -2.869
N -4.462 0.033 -1.703
C -4.859 -1.350 -1.496
C -3.810 0.788 -0.801
S -3.421 0.237 0.796
C -0.455 1.965 -1.639
S -0.885 0.284 -1.726
H 2.254 1.908 -3.350
H 1.618 0.567 -2.373
H 2.741 1.736 -1.647
H 1.700 4.366 -1.969
H -0.825 5.118 -1.144
H -3.122 4.178 -1.199
H -2.709 3.078 0.428
H -3.941 2.816 -3.288
H -5.102 0.347 -3.732
H -5.306 -1.714 -2.418
H -5.584 -1.415 -0.687
H -3.981 -1.941 -1.240
F 2.649 4.818 3.289
C 1.318 4.895 3.132
F 1.078 5.937 2.310
F 0.782 5.199 4.322
C 0.749 3.625 2.563
C -0.533 3.224 2.880
C -1.036 2.080 2.289
N -0.337 1.359 1.407
C 0.915 1.744 1.125
C 1.495 2.866 1.677
H -1.140 3.775 3.583
H -2.030 1.727 2.515
H 1.461 1.107 0.447
H 2.513 3.128 1.426
O 1.135 -2.443 -1.171
C 1.556 -1.686 -0.310
O 0.823 -1.058 0.566
C 3.020 -1.389 -0.174
C 3.867 -1.738 -1.217
C 5.233 -1.445 -1.178
C 5.691 -0.812 -0.050
O 6.961 -0.387 0.231
C 6.928 -0.059 1.621
O 5.571 0.185 1.964
C 4.848 -0.471 0.998
C 3.506 -0.739 0.973
H 3.439 -2.249 -2.069
H 5.899 -1.706 -1.988
H 7.516 0.839 1.794
H 7.306 -0.909 2.200
H 2.851 -0.490 1.799
O -1.754 -2.274 -0.341
S -1.070 -3.555 0.174
C -2.443 -4.468 0.950
C -2.876 -5.587 -0.002
C -2.510 -5.127 -1.412
C -1.089 -4.597 -1.293
H -3.211 -3.706 1.083
H -2.120 -4.800 1.935
H -3.938 -5.803 0.110
H -2.332 -6.505 0.233
H -3.175 -4.323 -1.737
H -2.579 -5.933 -2.143
H -0.723 -3.969 -2.101
H -0.368 -5.399 -1.114
*
```